# C9H24ClN3O8P

A 3-piece molecular cluster, C9H24ClN3O8P overall at a distorted geometry (wB97M-V/def2-TZVPD, the OMol25 dataset).

Summary:
Electronic energy   -52379.703 eV

ORCA input file:
```
! wB97M-V def2-TZVPD RIJCOSX def2/J DEFGRID3
* xyz -1 1
Cl -11.622 7.518 -5.561
O -10.199 7.646 -5.347
O -11.842 6.846 -6.827
O -12.164 6.751 -4.463
O -12.274 8.799 -5.578
O -12.769 11.203 -11.112
P -11.466 10.617 -11.473
N -11.565 9.395 -12.628
C -12.232 8.171 -12.182
C -11.995 9.782 -13.965
N -10.758 9.887 -10.100
C -9.487 9.223 -10.213
C -11.644 9.388 -9.035
N -10.324 11.679 -12.015
C -9.343 11.265 -13.017
C -10.215 13.055 -11.558
H -11.731 7.734 -11.320
H -12.096 7.415 -12.960
H -13.308 8.281 -12.028
H -12.247 8.911 -14.577
H -11.187 10.222 -14.554
H -12.908 10.386 -13.914
H -9.543 8.162 -10.508
H -8.847 9.742 -10.924
H -9.003 9.195 -9.232
H -12.138 8.445 -9.275
H -10.973 9.228 -8.191
H -12.385 10.130 -8.754
H -9.267 10.185 -13.099
H -9.627 11.617 -14.019
H -8.380 11.738 -12.810
H -9.650 13.059 -10.617
H -11.195 13.445 -11.288
H -9.689 13.661 -12.289
C -15.960 2.505 -4.954
O -15.841 3.185 -6.202
C -15.506 4.478 -6.131
O -15.314 5.091 -5.128
O -15.426 4.909 -7.382
C -15.233 6.304 -7.566
H -16.698 1.729 -5.138
H -16.346 3.204 -4.213
H -15.018 2.085 -4.611
H -14.814 6.489 -8.555
H -14.666 6.757 -6.760
H -16.169 6.854 -7.732
*
```

# C2H6N2O

One molecule with the formula C2H6N2O at a distorted geometry (wB97M-V/def2-TZVPD, the OMol25 dataset).

Summary:
Energy above the lowest of the compared OMol25 structures with the same formula, charge and spin   370.75 kJ/mol

ORCA input file:
```
! wB97M-V def2-TZVPD RIJCOSX def2/J DEFGRID3
* xyz 0 1
C -0.755 0.327 0.402
C 0.541 0.983 -0.121
H -1.546 -0.675 -1.139
H -0.147 -1.503 -0.434
H -1.559 1.165 0.164
H -0.707 0.292 1.533
H 0.356 1.888 -0.614
H 1.169 -1.180 0.556
N -1.065 -0.925 -0.239
N 1.708 0.502 -0.246
O 2.003 -0.875 0.140
*
```

# C5H9IN2O2

A 2-piece molecular cluster, C5H9IN2O2 overall at a distorted geometry (wB97M-V/def2-TZVPD, the OMol25 dataset).

Summary:
Energy above the lowest of the compared OMol25 structures with the same formula, charge and spin   0.00 kJ/mol

ORCA input file:
```
! wB97M-V def2-TZVPD RIJCOSX def2/J DEFGRID3
* xyz 0 1
C 1.266 -1.953 2.018
C 0.380 -0.778 -0.856
C -0.321 0.300 -1.603
C 0.048 1.656 -0.954
C -0.383 1.597 0.490
N 2.218 -1.920 1.379
N 0.192 -2.014 2.764
O -0.163 -1.499 -0.053
O 1.674 -0.575 -0.949
I 0.158 3.544 1.374
H -1.490 0.245 -1.511
H -0.196 0.376 -2.828
H 1.158 1.759 -0.922
H -0.617 2.449 -1.359
H -1.361 1.672 0.820
H 0.157 0.689 0.920
H 2.032 -1.216 -0.286
H -0.225 -1.210 3.146
H -0.586 -2.523 2.450
*
```

# C31H27ClO7P2RuS2

C31H27ClO7P2RuS2 as an isolated structure at a distorted geometry (wB97M-V/def2-TZVPD, the OMol25 dataset).

Summary:
Energy above the lowest of the compared OMol25 structures with the same formula, charge and spin   219.44 kJ/mol

ORCA input file:
```
! wB97M-V def2-TZVPD RIJCOSX def2/J DEFGRID3
* xyz -1 6
Ru 1.336 -1.079 -1.011
O 2.906 -1.363 2.631
C 3.329 -1.624 1.428
O 3.006 -0.912 0.481
C 4.167 -2.871 1.388
O 3.630 -4.028 0.668
C 2.340 -4.491 1.077
C 1.186 -4.036 0.059
O 0.765 -4.795 -0.815
O 0.866 -2.748 0.307
H 2.317 -0.425 2.586
H 4.312 -3.190 2.401
H 5.139 -2.669 0.946
H 2.079 -4.292 2.071
H 2.362 -5.607 1.108
S 1.515 1.054 2.654
P -0.054 0.579 1.493
C 0.050 0.006 -0.193
P -0.252 0.559 -1.800
S 0.211 -0.988 -3.080
C -1.996 0.378 -2.117
C -2.629 1.253 -2.964
C -4.033 1.121 -3.191
C -4.802 0.127 -2.506
C -4.090 -0.647 -1.598
C -2.682 -0.588 -1.442
C 0.560 2.073 -2.012
C -0.153 3.273 -1.981
C 0.496 4.477 -1.976
C 1.856 4.587 -1.877
C 2.606 3.392 -1.895
C 1.952 2.196 -2.176
C -0.911 -0.436 2.661
C -1.202 -1.752 2.511
C -2.007 -2.361 3.469
C -2.472 -1.673 4.657
C -2.229 -0.296 4.728
C -1.504 0.325 3.687
C -1.125 2.044 1.349
C -2.475 1.836 0.993
C -3.226 2.957 0.660
C -2.738 4.237 1.033
C -1.430 4.444 1.414
C -0.623 3.317 1.544
H -2.094 2.157 -3.380
H -4.457 1.785 -3.913
H -5.853 0.008 -2.750
H -4.552 -1.413 -0.995
H -2.143 -1.241 -0.684
H -1.253 3.328 -1.756
H -0.157 5.315 -2.157
H 2.304 5.581 -1.846
H 3.734 3.436 -2.090
H 2.515 1.229 -2.422
H -0.628 -2.447 1.833
H -2.325 -3.381 3.401
H -3.247 -2.134 5.211
H -2.567 0.187 5.592
H -1.259 1.427 3.800
H -2.849 0.801 0.940
H -4.234 2.912 0.446
H -3.348 5.123 0.828
H -1.037 5.434 1.557
H 0.349 3.407 1.955
Cl 5.662 -4.169 -2.831
C 3.922 -3.836 -3.132
C 3.481 -2.418 -2.868
O 3.665 -1.574 -3.785
O 2.879 -2.183 -1.718
H 3.426 -4.492 -2.474
H 3.713 -4.202 -4.133
*
```